Molecular formula: C3H6BClO3
Method: DFT, ωB97M-V with the def2-TZVPD basis set

Last column: Mulliken spin population.
Atoms and positions in Å:
B1 -1.88 1.88 -0.69  0.12
C1 -0.74 1.63 0.05  0.16
C2 1.07 -0.50 -1.24  1.55
C3 0.77 -1.30 -0.02  -0.03
O1 -3.02 2.04 -1.33  0.00
O2 0.64 1.13 -0.57  0.05
O3 1.61 -0.81 1.06  0.00
Cl1 -0.22 -0.76 -2.39  0.11
H1 -0.73 1.61 1.11  -0.01
H2 -0.16 -1.01 0.32  0.04
H3 1.00 -2.43 -0.12  0.02
H4 -3.72 1.34 -1.49  0.00
H5 1.42 1.07 0.01  -0.03
H6 2.58 -0.93 0.77  0.01

Computed properties:
energy relative to the best compared isomer or geometry (same formula, charge and spin)	5.450	eV
DFT total energy	-828.390760	hartree
lowest unoccupied orbital energy (alpha / beta)	0.151 / -1.233	eV
<S²>	2.021
Kohn-Sham gap (alpha / beta)	5.61 / 7.05	eV
2S+1	3
highest occupied orbital energy (alpha / beta)	-5.5 / -8.3	eV
maximum force	4.85	eV/Å

Molecular formula: C14H23N3O2
Method: DFT, ωB97M-V with the def2-TZVPD basis set

Last column: natural (NBO) charge in e.
Atoms and positions in Å:
C1 -0.62 5.04 0.53  -0.62
C2 -0.78 3.59 0.97  -0.05
O1 0.49 3.07 1.28  -0.55
C3 0.45 1.73 1.72  -0.06
C4 1.88 1.26 1.97  -0.42
H1 2.34 1.91 2.71  0.21
H2 1.86 0.24 2.36  0.21
C5 2.73 1.29 0.69  -0.23
N1 2.25 0.36 -0.31  -0.63
C6 2.76 -0.87 -0.45  0.67
O2 3.76 -1.29 0.09  -0.62
C7 1.96 -1.72 -1.46  -0.30
N2 0.56 -1.72 -1.15  -0.15
C8 -0.19 -2.75 -0.69  -0.02
C9 -1.46 -2.27 -0.49  -0.14
C10 -1.39 -0.91 -0.86  0.14
N3 -0.16 -0.60 -1.26  -0.32
C11 -2.55 0.01 -0.83  -0.42
H3 -2.25 1.00 -0.46  0.22
C12 -3.65 -0.59 0.04  -0.39
C13 -3.91 -2.04 -0.33  -0.39
H4 -4.79 -2.41 0.19  0.21
C14 -2.70 -2.92 0.01  -0.42
H5 -2.82 -3.92 -0.42  0.22
H6 -2.64 -3.04 1.10  0.21
H7 -4.10 -2.10 -1.41  0.20
H8 -4.57 0.00 -0.07  0.21
H9 -3.34 -0.54 1.09  0.20
H10 -2.92 0.15 -1.85  0.22
H11 0.23 -3.72 -0.54  0.22
H12 2.34 -2.74 -1.44  0.24
H13 2.11 -1.30 -2.46  0.23
H14 1.35 0.54 -0.74  0.43
H15 2.71 2.30 0.27  0.21
H16 3.76 1.01 0.93  0.23
H17 -0.13 1.66 2.65  0.17
H18 -0.04 1.10 0.96  0.16
H19 -1.25 3.00 0.17  0.16
H20 -1.44 3.53 1.86  0.16
H21 -0.16 5.62 1.33  0.21
H22 -1.58 5.47 0.29  0.21
H23 0.03 5.09 -0.34  0.21

Computed properties:
energy relative to the best compared isomer or geometry (same formula, charge and spin)	0.229	eV
DFT total energy	-862.026432	hartree
lowest unoccupied orbital energy	0.841	eV
Kohn-Sham gap	9.69	eV
2S+1	1
highest occupied orbital energy	-8.8	eV
maximum force	0.66	eV/Å

Molecular formula: C37H59F7IN4O7S
Method: DFT, ωB97M-V with the def2-TZVPD basis set

Last column: Mulliken charge in e.
Atoms and positions in Å:
C1 5.20 -4.18 -0.75  -0.21
C2 4.44 -3.66 -1.55  -1.69
C3 3.41 -2.96 -2.48  0.43
C4 2.23 -2.15 -1.76  -0.23
O1 1.95 -3.18 -0.76  -0.69
C5 1.03 -1.88 -2.87  0.35
N1 1.88 -1.17 -3.85  0.41
C6 1.96 -1.57 -5.08  0.41
C7 1.55 -0.49 -6.21  -1.14
C8 2.47 -2.94 -5.68  -1.14
C9 0.15 -3.10 -3.31  -2.16
I1 -1.08 -4.07 -1.78  0.22
C10 -0.89 -2.88 -4.49  0.58
C11 -1.01 -4.22 -5.38  -1.41
N2 0.34 -0.67 -2.20  1.33
C12 -0.31 0.26 -3.17  -0.03
C13 -1.79 0.75 -2.87  0.74
O2 -1.87 2.08 -3.46  -0.68
C14 -2.96 -0.05 -3.56  0.54
F1 -4.08 0.82 -3.55  -0.28
F2 -3.34 -1.11 -2.73  -0.25
F3 -2.78 -0.38 -4.88  -0.24
C15 0.99 -0.17 -0.93  -0.19
C16 0.12 -0.91 0.23  -1.13
C17 -1.32 -0.33 0.49  -0.29
C18 -1.59 0.40 1.63  -1.07
C19 0.88 1.32 -0.43  -0.67
O3 -0.17 2.18 -0.89  0.08
C20 -0.56 3.15 0.05  0.64
C21 -2.05 3.40 0.14  -0.14
C22 -2.66 4.37 1.09  -0.57
C23 -1.75 5.13 2.03  -0.41
C24 -0.26 4.90 1.94  -0.61
C25 0.34 3.91 0.96  -0.50
C26 2.54 -0.73 -0.99  0.71
C27 3.10 -0.93 0.50  0.38
C28 4.61 -1.28 0.69  -1.42
F4 2.91 0.24 1.35  -0.42
S1 3.71 0.47 -1.81  1.27
O4 2.92 1.36 -2.72  -0.62
O5 4.31 1.43 -0.85  -0.59
C29 5.07 -0.08 -2.90  0.47
F5 5.93 1.02 -3.01  -0.20
F6 4.66 -0.28 -4.24  -0.16
F7 5.88 -1.13 -2.57  -0.20
H1 6.05 -4.54 -0.12  0.42
H2 3.97 -2.45 -3.30  0.21
H3 2.88 -3.84 -3.01  0.71
H4 1.80 -4.04 -1.19  0.74
H5 1.99 -0.81 -7.21  0.53
H6 0.43 -0.37 -6.28  0.13
H7 2.09 0.47 -5.93  0.29
H8 1.67 -3.76 -5.71  0.13
H9 3.40 -3.35 -5.19  0.18
H10 2.75 -2.79 -6.78  0.48
H11 0.86 -3.92 -3.66  0.68
H12 -1.92 -2.72 -4.07  0.49
H13 -0.68 -2.05 -5.22  -0.24
H14 -2.06 -4.65 -5.25  0.36
H15 -0.30 -5.04 -5.05  0.39
H16 -0.94 -3.99 -6.50  0.32
H17 -0.51 -1.19 -1.86  0.70
H18 0.36 1.17 -3.27  0.62
H19 -0.40 -0.14 -4.23  -0.73
H20 -2.07 0.90 -1.79  -0.35
H21 -1.16 2.64 -3.09  0.47
H22 -0.03 -2.01 0.05  0.07
H23 0.62 -0.82 1.25  0.63
H24 -2.20 -0.52 -0.19  0.42
H25 -0.80 0.57 2.43  0.19
H26 -2.63 0.84 1.80  0.33
H27 0.79 1.28 0.71  0.60
H28 1.83 1.95 -0.53  0.47
H29 -2.75 2.81 -0.54  0.22
H30 -3.78 4.50 1.14  0.36
H31 -2.19 5.85 2.78  0.36
H32 0.45 5.45 2.62  0.33
H33 1.45 3.73 0.93  0.35
H34 2.50 -1.71 1.10  0.03
H35 5.24 -1.48 -0.21  0.29
H36 4.68 -2.21 1.35  0.12
H37 5.16 -0.47 1.29  0.43
C30 -7.57 6.28 5.29  -1.41
C31 -7.16 6.14 3.83  0.35
C32 -7.25 4.69 3.29  -0.74
O6 -6.21 3.83 3.73  -0.34
C33 -6.37 3.33 5.05  -0.71
N3 -5.82 6.70 3.64  -0.71
H38 -6.79 5.96 5.98  0.28
H39 -7.78 7.33 5.52  0.36
H40 -8.48 5.71 5.51  0.35
H41 -7.86 6.74 3.24  0.40
H42 -7.16 4.73 2.20  0.35
H43 -8.23 4.25 3.51  0.43
H44 -7.42 3.14 5.29  0.32
H45 -5.93 4.03 5.77  0.25
H46 -5.82 2.39 5.12  0.24
H47 -5.60 6.70 2.65  0.27
H48 -5.16 6.03 4.04  0.31
C34 2.51 -3.51 6.35  -1.42
C35 3.41 -2.58 5.54  0.20
C36 2.71 -1.94 4.33  -0.73
O7 2.52 -2.82 3.22  -0.04
C37 1.42 -3.71 3.36  -0.92
N4 4.62 -3.31 5.15  -0.71
H49 2.39 -4.49 5.88  0.30
H50 2.95 -3.69 7.34  0.36
H51 1.52 -3.07 6.50  0.34
H52 3.71 -1.76 6.21  0.44
H53 3.35 -1.14 3.95  0.29
H54 1.76 -1.47 4.61  0.49
H55 0.58 -3.24 3.88  0.39
H56 1.73 -4.62 3.86  0.26
H57 1.09 -3.99 2.35  0.19
H58 5.27 -2.66 4.70  0.28
H59 4.36 -3.95 4.39  0.33

Computed properties:
DFT total energy	-3585.136108	hartree
lowest unoccupied orbital energy	-3.330	eV
charge	+1
Kohn-Sham gap	7.33	eV
2S+1	1
highest occupied orbital energy	-10.7	eV
maximum force	8.18	eV/Å

Molecular formula: C2H16O5S
Method: DFT, ωB97M-V with the def2-TZVPD basis set

Last column: natural (NBO) charge in e.
Atoms and positions in Å:
C1 4.31 1.06 0.73  -0.75
S1 2.71 0.24 0.58  0.17
C2 3.09 -1.12 -0.54  -0.75
H1 5.19 0.42 0.86  0.22
H2 4.24 1.65 1.63  0.23
H3 4.42 1.73 -0.13  0.21
H4 2.42 -1.96 -0.36  0.24
H5 2.92 -0.91 -1.60  0.22
H6 4.11 -1.45 -0.34  0.22
H7 -0.60 -0.62 2.18  0.49
H8 -0.53 0.80 2.62  0.47
O1 -1.14 0.19 2.20  -0.95
H9 -1.76 2.92 -0.93  0.47
H10 -0.35 3.54 -1.00  0.47
O2 -1.11 3.27 -1.54  -0.94
H11 -4.52 -2.10 -0.77  0.47
H12 -4.16 -0.61 -0.93  0.51
O3 -4.01 -1.49 -1.30  -0.97
H13 -3.81 0.98 1.26  0.47
H14 -2.44 0.90 0.64  0.50
O4 -3.37 0.76 0.42  -0.97
H15 -1.78 -3.73 -1.59  0.46
H16 -2.25 -2.34 -1.25  0.50
O5 -1.54 -2.99 -1.02  -0.97

Computed properties:
energy relative to the best compared isomer or geometry (same formula, charge and spin)	0.730	eV
DFT total energy	-860.164041	hartree
lowest unoccupied orbital energy	0.313	eV
Kohn-Sham gap	8.94	eV
2S+1	1
highest occupied orbital energy	-8.6	eV
maximum force	0.92	eV/Å

Which of these has the highest DFT total energy?
C3H6BClO3

DFT total energy of number 3 (C37H59F7IN4O7S)?
-3585.136108 hartree